# 1
{
  "formula": "C21H26N4O3",
  "method": "ωB97M-V with the def2-TZVPD basis set",
  "species": ["C", "C", "C", "C", "C", "O", "C", "O", "C", "C", "N", "N", "C", "C", "C", "C", "C", "O", "C", "N", "C", "C", "C", "C", "C", "C", "N", "C", "H", "H", "H", "H", "H", "H", "H", "H", "H", "H", "H", "H", "H", "H", "H", "H", "H", "H", "H", "H", "H", "H", "H", "H", "H", "H"],
  "xyz": [[-0.9223, -2.4373, -5.7559], [-1.8070, -2.0234, -4.5810], [-1.3352, -0.6927, -3.9982], [-1.8894, -3.1268, -3.5155], [-0.6106, -3.3621, -2.7191], [-0.4950, -2.3418, -1.7350], [0.7233, -1.9955, -1.3354], [1.7476, -2.5690, -1.6879], [0.7260, -0.8666, -0.4352], [1.8947, -0.3948, 0.1722], [3.1219, -0.8825, -0.0376], [1.6206, 0.6751, 0.9803], [2.5578, 1.4129, 1.7824], [2.8097, 0.7339, 3.1477], [1.7203, 1.0813, 4.1676], [2.3123, 2.3101, 4.8550], [3.8038, 1.9803, 4.8441], [4.0388, 1.1975, 3.6819], [0.2700, 0.9146, 0.9298], [-0.3728, 1.8406, 1.5787], [-1.7108, 1.8684, 1.3294], [-2.5043, 2.8294, 1.9791], [-3.8506, 2.8850, 1.7411], [-4.4547, 1.9860, 0.8487], [-3.7101, 1.0376, 0.2040], [-2.3215, 0.9479, 0.4256], [-1.6213, -0.0107, -0.2239], [-0.3362, -0.0367, 0.0270], [-0.9442, -1.6718, -6.5284], [-1.2691, -3.3727, -6.1905], [0.1103, -2.5662, -5.4407], [-2.8264, -1.8861, -4.9621], [-1.8616, -0.4655, -3.0747], [-1.5094, 0.1118, -4.7103], [-0.2704, -0.7231, -3.7806], [-2.1689, -4.0648, -3.9997], [-2.6689, -2.8668, -2.7973], [0.2832, -3.3585, -3.3510], [-0.6591, -4.3313, -2.2070], [3.9059, -0.6293, 0.5358], [3.1426, -1.6928, -0.6510], [2.1422, 2.4108, 1.9353], [3.5097, 1.5033, 1.2513], [2.8929, -0.3503, 2.9881], [1.5996, 0.2674, 4.8831], [0.7667, 1.2814, 3.6847], [2.1154, 3.2065, 4.2670], [1.9315, 2.4589, 5.8621], [4.0806, 1.3915, 5.7290], [4.4438, 2.8642, 4.7958], [-2.0195, 3.5125, 2.6600], [-4.4586, 3.6251, 2.2404], [-5.5190, 2.0499, 0.6752], [-4.1543, 0.3353, -0.4841]],
  "smiles": "CC(C)CCOC(=O)c1c(N)n(C[C@@H]2CCCO2)c2nc3ccccc3nc12",
  "max_force_ev_per_a": 1.29,
  "energy_ha": -1260.630975,
  "e_homo_ev": -7.8
}

# 2
{
  "formula": "C21H26N4O4",
  "method": "ωB97M-V with the def2-TZVPD basis set",
  "species": ["C", "C", "C", "C", "C", "O", "N", "C", "C", "C", "C", "C", "C", "C", "C", "C", "N", "C", "O", "C", "C", "C", "N", "O", "C", "C", "C", "N", "O", "H", "H", "H", "H", "H", "H", "H", "H", "H", "H", "H", "H", "H", "H", "H", "H", "H", "H", "H", "H", "H", "H", "H", "H", "H", "H"],
  "xyz": [[-5.0074, -4.6564, -2.0818], [-5.4099, -3.1857, -2.1943], [-4.9776, -2.4199, -0.9933], [-4.2010, -1.3405, -1.0048], [-3.8528, -0.6629, 0.2607], [-4.3794, -0.9374, 1.3270], [-2.9373, 0.3415, 0.1818], [-2.1115, 0.6882, -0.9552], [-0.9744, 1.5455, -0.3725], [0.3322, 0.7863, -0.0983], [1.2900, 1.5554, -0.9806], [2.7047, 1.2695, -1.1120], [3.5042, 2.0636, -1.9366], [4.8526, 1.7911, -2.0521], [5.4174, 0.7359, -1.3578], [4.6273, -0.0649, -0.5343], [5.2452, -1.1174, 0.1464], [4.6897, -2.0538, 0.9709], [3.5101, -2.1273, 1.2291], [5.7258, -2.9968, 1.5597], [6.5170, -2.2964, 2.6649], [3.2698, 0.2059, -0.4127], [0.7170, 2.5053, -1.6102], [-0.6070, 2.5724, -1.3172], [-1.6226, 2.1584, 0.8729], [-2.5207, 1.0361, 1.3918], [-3.6683, 1.6117, 2.2287], [-4.7368, 2.0368, 1.5158], [-3.5505, 1.7861, 3.4169], [-5.4462, -5.1038, -1.1932], [-5.3484, -5.2099, -2.9533], [-3.9259, -4.7484, -2.0142], [-6.4994, -3.1240, -2.2724], [-4.9787, -2.7480, -3.0971], [-5.3203, -2.7893, -0.0349], [-3.8324, -0.9250, -1.9302], [-2.6668, 1.2961, -1.6814], [-1.7258, -0.2008, -1.4611], [0.6298, 0.8399, 0.9493], [0.2808, -0.2639, -0.3883], [3.0485, 2.8818, -2.4693], [5.4749, 2.4037, -2.6870], [6.4746, 0.5295, -1.4521], [6.2429, -1.1805, -0.0025], [6.4003, -3.3491, 0.7762], [5.1967, -3.8536, 1.9772], [7.2343, -2.9848, 3.1052], [7.0595, -1.4351, 2.2793], [5.8434, -1.9544, 3.4469], [2.6691, -0.4177, 0.2263], [-0.8978, 2.4891, 1.6128], [-2.2243, 3.0154, 0.5647], [-1.9653, 0.3529, 2.0486], [-5.5512, 2.3141, 2.0402], [-4.8886, 1.6924, 0.5835]],
  "smiles": "CC/C=C/C(=O)N1C[C@]2(CC(c3cccc(NC(=O)CC)c3)=NO2)C[C@H]1C(N)=O",
  "max_force_ev_per_a": 1.05,
  "energy_ha": -1335.823835,
  "e_homo_ev": -8.5
}

# 3
{
  "formula": "C21H26N6O2PdSSi",
  "method": "ωB97M-V with the def2-TZVPD basis set",
  "species": ["Pd", "N", "C", "C", "C", "C", "C", "C", "S", "O", "O", "N", "C", "N", "C", "C", "C", "N", "H", "H", "H", "H", "H", "H", "H", "H", "H", "C", "C", "N", "H", "H", "H", "C", "Si", "C", "C", "N", "C", "C", "C", "C", "C", "C", "H", "H", "H", "H", "H", "H", "H", "H", "H", "H", "H", "H", "H", "H"],
  "xyz": [[-0.5650, 0.2513, 0.2025], [6.0821, -5.4186, -1.1529], [5.3504, -4.2338, -0.9130], [4.3571, -3.8268, -1.7987], [3.6988, -2.6216, -1.6035], [4.0206, -1.8211, -0.5210], [5.0076, -2.2194, 0.3684], [5.6627, -3.4261, 0.1785], [3.2060, -0.2172, -0.3590], [4.1122, 0.6335, 0.3805], [2.9550, 0.1730, -1.7282], [1.7696, -0.4587, 0.3188], [1.6683, -0.9062, 1.5845], [0.3932, -1.0570, 2.0554], [0.2356, -1.4464, 3.2984], [1.2968, -1.7068, 4.1626], [2.5505, -1.5806, 3.5941], [2.7529, -1.2166, 2.3413], [5.5609, -6.1007, -1.6816], [6.4570, -5.8220, -0.3086], [4.1119, -4.4585, -2.6467], [2.9318, -2.2807, -2.2870], [5.2368, -1.5623, 1.1923], [6.4300, -3.7480, 0.8762], [-0.7950, -1.5688, 3.6264], [1.1500, -2.0069, 5.1909], [3.4524, -1.7944, 4.1686], [-3.5475, 0.4900, 0.2078], [-2.4342, -0.5062, 0.0993], [-2.1418, -1.6486, -0.0672], [-4.1829, 0.4197, -0.6801], [-3.1411, 1.4950, 0.2944], [-4.1572, 0.2597, 1.0854], [-0.7412, 1.4757, -2.4689], [-0.7265, 3.0357, -1.3821], [-2.2704, 4.0625, -1.9019], [0.7586, 4.0602, -2.0066], [-0.7604, 2.6192, 0.2557], [-0.2086, 3.2523, 1.3178], [0.1074, 4.6374, 1.3489], [0.6928, 5.2319, 2.4533], [0.9762, 4.5006, 3.6008], [0.6304, 3.1484, 3.6177], [0.0408, 2.5463, 2.5262], [-0.0376, 1.5532, -3.3045], [-1.7320, 1.2416, -2.8693], [-0.4177, 0.6268, -1.8290], [-2.3773, 4.0937, -2.9917], [-2.1873, 5.0925, -1.5394], [-3.1857, 3.6333, -1.4853], [0.6773, 4.2880, -3.0733], [1.6738, 3.4827, -1.8478], [0.8674, 5.0052, -1.4688], [-0.1186, 5.2320, 0.4706], [0.9375, 6.2906, 2.4187], [1.4621, 4.9670, 4.4507], [0.8376, 2.5590, 4.5066], [-0.2264, 1.4960, 2.5383]],
  "max_force_ev_per_a": 0.67,
  "total_charge": -2,
  "energy_ha": -2110.448486,
  "e_homo_ev": -0.4
}

# 4
{
  "formula": "C21H27B2BeF8N3O2",
  "method": "ωB97M-V with the def2-TZVPD basis set",
  "species": ["Be", "B", "F", "F", "F", "F", "B", "F", "F", "F", "F", "N", "C", "C", "C", "C", "C", "H", "H", "H", "H", "H", "N", "C", "C", "C", "C", "C", "H", "H", "H", "H", "H", "N", "C", "C", "C", "C", "C", "H", "H", "H", "H", "H", "C", "C", "O", "C", "H", "H", "H", "H", "H", "H", "C", "C", "O", "C", "H", "H", "H", "H", "H", "H"],
  "xyz": [[-0.0949, 16.3117, -21.8264], [-0.4820, 12.3826, -24.4192], [-0.3349, 12.2191, -25.7792], [-0.8174, 11.1867, -23.8037], [0.7079, 12.8389, -23.8756], [-1.4848, 13.3130, -24.1481], [-0.0691, 20.3450, -19.5599], [-0.4892, 20.3578, -20.8202], [-0.9769, 19.8118, -18.8052], [0.9301, 19.4277, -19.4976], [0.3667, 21.5940, -19.1189], [1.4931, 18.2683, -26.3829], [0.9444, 17.8554, -27.6034], [1.4662, 18.4317, -28.7957], [2.4210, 19.4203, -28.8011], [3.0116, 19.7295, -27.5691], [2.5780, 19.1578, -26.4443], [0.1547, 17.1187, -27.6203], [1.0373, 18.2866, -29.7762], [2.7642, 19.8964, -29.7077], [3.7680, 20.4998, -27.5965], [3.1296, 19.4003, -25.5480], [1.6247, 14.0928, -17.3749], [2.3867, 13.0126, -17.3176], [2.9610, 12.5100, -16.0947], [2.5505, 13.1231, -14.8875], [1.7338, 14.2129, -14.8852], [1.2485, 14.6372, -16.1892], [2.6495, 12.5632, -18.2638], [3.7261, 11.7506, -16.1611], [2.9856, 12.6635, -14.0123], [1.3744, 14.7093, -13.9960], [0.4572, 15.3711, -16.1483], [-4.9779, 17.9107, -24.0296], [-5.7346, 18.5081, -23.0803], [-7.0021, 19.0982, -23.2740], [-7.5409, 19.0204, -24.5591], [-6.8728, 18.2540, -25.5169], [-5.6945, 17.6687, -25.1923], [-5.2609, 18.9290, -22.2058], [-7.3524, 19.7381, -22.4777], [-8.3828, 19.6423, -24.8254], [-7.2858, 18.2366, -26.5146], [-5.1145, 17.1399, -25.9342], [7.1082, 17.6637, -21.8980], [6.4249, 16.3574, -21.9568], [5.1875, 16.1386, -21.8713], [7.3761, 15.2053, -22.1042], [6.3323, 18.3099, -21.4875], [7.4078, 17.9767, -22.8982], [7.9396, 17.6762, -21.1933], [7.8690, 15.0291, -21.1482], [8.1559, 15.3529, -22.8513], [6.8425, 14.2759, -22.3030], [-5.2940, 13.1263, -17.5056], [-4.8503, 13.2013, -18.9234], [-4.0367, 14.0755, -19.2591], [-5.4434, 12.0831, -19.7767], [-4.7665, 13.8990, -16.9463], [-5.1516, 12.1402, -17.0635], [-6.3537, 13.3197, -17.3389], [-6.5182, 12.0917, -19.9579], [-5.1394, 11.0883, -19.4513], [-5.0458, 12.0880, -20.7916]],
  "max_force_ev_per_a": 5.68,
  "energy_ha": -1994.456830,
  "e_homo_ev": -9.9
}